Entry 1:
ORCA calculation (ωB97M-V/def2-TZVPD) on C31H35ErF4N9SSb as an isolated structure at a distorted geometry.

## Properties
Spin multiplicity ... 4
Total charge ... +2
LUMO energy (alpha / beta) ... -5.46 / -5.45 eV
HOMO-LUMO gap (alpha / beta) ... 7.243 / 7.260 eV

Atoms and positions in Å:
Er1 9.6105 9.5957 11.8372
C1 5.8086 11.6442 12.5154
N1 6.6071 10.6296 11.7889
C2 5.9450 9.3182 12.0129
C3 6.5820 11.0040 10.3820
C4 7.0411 9.9009 9.4362
N2 8.2136 9.1871 9.8654
C5 8.7085 8.3138 8.9419
C6 9.9038 7.6122 9.2680
F1 10.3421 7.8478 10.5608
C7 10.5302 6.6463 8.5446
F2 11.6562 6.0369 9.0362
C8 9.9742 6.2372 7.3385
C9 8.7589 6.8494 6.9820
F3 8.1137 6.3778 5.8839
C10 8.1923 7.8757 7.6751
F4 7.0446 8.4533 7.1898
H1 4.7415 11.5243 12.2528
H2 6.0623 12.6886 12.2287
H3 5.9390 11.5012 13.6022
H4 5.0894 9.1851 11.3280
H5 5.6200 9.2820 13.0696
H6 6.6370 8.4834 11.8248
H7 7.1712 11.9363 10.2589
H8 5.5405 11.2525 10.0768
H9 7.2032 10.4063 8.4773
H10 6.1613 9.2650 9.2351
H11 10.4369 5.5007 6.7111
C11 13.3929 9.3732 10.6790
C12 12.8469 8.3756 11.6631
C13 13.4128 7.0982 11.6025
C14 13.0202 6.1519 12.5437
C15 12.0551 6.4848 13.4757
C16 11.5093 7.7725 13.4636
N3 11.7866 8.6734 12.4730
Sb1 10.5173 8.2939 15.3259
C17 8.8152 7.3085 14.3210
C18 8.2262 6.4958 15.2709
C19 7.3213 5.5144 14.8659
C20 7.0150 5.4207 13.5184
C21 7.5978 6.3393 12.6085
C22 7.2573 6.1289 11.1522
N4 8.4776 7.3458 12.9904
C23 9.2438 10.0868 15.0167
C24 8.6383 10.3358 16.2369
C25 8.1335 11.6206 16.4541
C26 8.2154 12.5593 15.4393
C27 8.6711 12.1761 14.1684
C28 8.6830 13.1709 13.0681
N5 9.1674 10.8992 13.9289
H12 14.4558 9.6613 10.9238
H13 12.7841 10.2916 10.7752
H14 13.3318 8.9726 9.6477
H15 14.1573 6.8267 10.8675
H16 13.4589 5.1821 12.5872
H17 11.7349 5.7747 14.2074
H18 8.4440 6.6569 16.3088
H19 6.8729 4.8643 15.6076
H20 6.3112 4.6743 13.1917
H21 7.8792 5.3429 10.7089
H22 7.4278 7.0745 10.6479
H23 6.2102 5.7978 11.0369
H24 8.5906 9.5603 17.0205
H25 7.6889 11.8646 17.4182
H26 7.8773 13.5845 15.6350
H27 7.8954 13.9152 13.2394
H28 8.4712 12.6466 12.1131
H29 9.6069 13.7517 12.9456
C29 11.6478 12.4386 7.1907
C30 11.8715 12.6672 8.6710
N6 12.6539 13.6034 9.1661
N7 12.5421 13.5031 10.5123
C31 11.7631 12.4754 10.9243
S1 11.5249 11.8553 12.4494
N8 11.3322 11.9253 9.7184
N9 10.4421 10.8272 9.6786
H30 12.4370 13.0102 6.6518
H31 10.6472 12.7703 6.8954
H32 11.7384 11.3822 6.9430
H33 13.1017 14.1084 11.1203
H34 9.5684 11.0651 9.1645
H35 10.8606 10.0958 9.0915


Entry 2:
ORCA calculation (ωB97M-V/def2-TZVPD) on C31H35N5O10P2Ti as an isolated structure.

## Properties
Total charge ... 0
Energy above the lowest of the compared OMol25 structures with the same formula, charge and spin ... 15.0 kcal/mol
LUMO energy (alpha / beta) ... 0.05 / 0.17 eV
HOMO-LUMO gap (alpha / beta) ... 5.388 / 5.634 eV

Atoms and positions in Å:
Ti1 0.5258 -0.2235 -0.0681
C1 2.4071 0.9199 2.7829
C2 1.7253 -0.4134 2.9112
C3 2.0287 -1.2383 3.9671
C4 1.2934 -2.4133 4.1819
C5 0.2137 -2.6700 3.3845
C6 -0.0800 -1.7829 2.3328
N1 0.7505 -0.7455 2.0166
C7 -1.2399 -1.8816 1.5003
C8 -2.2766 -2.8107 1.6937
C9 -3.4002 -2.7500 0.9214
C10 -3.5262 -1.6811 0.0084
C11 -2.4995 -0.7934 -0.1550
N2 -1.2944 -0.9493 0.4922
C12 -2.7194 0.4452 -0.9475
C13 -3.3600 0.4385 -2.1784
C14 -3.5532 1.6522 -2.8127
C15 -3.1204 2.8131 -2.1959
C16 -2.4984 2.7317 -0.9522
C17 -2.0320 3.9593 -0.2257
N3 -2.3007 1.5585 -0.3509
H1 2.3136 1.4514 3.7320
H2 3.4686 0.8111 2.5620
H3 1.9414 1.5207 2.0078
H4 2.8191 -0.9507 4.6482
H5 1.5539 -3.0771 4.9963
H6 -0.4211 -3.5252 3.5662
H7 -2.1809 -3.5583 2.4692
H8 -4.2088 -3.4563 1.0546
H9 -4.4541 -1.5076 -0.5188
H10 -3.6559 -0.4951 -2.6377
H11 -4.0315 1.6940 -3.7834
H12 -3.2625 3.7786 -2.6645
H13 -2.8077 4.7269 -0.2251
H14 -1.7746 3.6984 0.7980
H15 -1.1359 4.3801 -0.6849
C18 4.0501 3.3536 -0.1267
C19 3.2493 2.4097 -1.0275
O1 3.6602 2.6766 -2.3627
P1 3.7049 0.6544 -0.6285
O2 5.0593 0.7950 0.2026
O3 4.2280 -0.0773 -1.9226
O4 2.6957 -0.1395 0.1354
P2 1.4307 2.8644 -0.8352
O5 0.8792 2.7487 -2.3549
O6 1.3166 4.2569 -0.3648
O7 0.7400 1.7621 -0.0461
H16 5.1151 3.2216 -0.3074
H17 3.8403 3.1643 0.9270
H18 3.7538 4.3738 -0.3541
H19 2.9982 2.2858 -2.9514
H20 5.5229 -0.0493 0.2867
H21 3.4514 -0.2866 -2.4931
H22 0.7259 3.6428 -2.6928
O8 1.7839 0.0556 -2.6323
C20 0.5998 -0.2201 -2.8969
O9 -0.3229 -0.2747 -2.0372
H23 0.3322 -0.4558 -3.9385
C21 0.3744 -6.6481 0.5624
N4 0.4512 -5.5889 -0.4417
N5 1.1504 -4.4542 -0.0308
C22 0.5029 -3.3276 -0.4916
O10 0.9989 -2.1934 -0.3915
C23 -0.7071 -3.7805 -1.1043
C24 -0.7118 -5.1305 -1.0316
C25 -1.7726 -6.0902 -1.4386
C26 2.5362 -4.5281 0.2722
C27 3.3268 -5.5228 -0.2911
C28 4.6779 -5.5782 0.0152
C29 5.2418 -4.6386 0.8669
C30 4.4440 -3.6441 1.4143
C31 3.0896 -3.5844 1.1285
H24 1.3795 -6.9156 0.8774
H25 -0.0910 -7.5202 0.1108
H26 -0.2035 -6.3287 1.4348
H27 -1.4467 -3.1335 -1.5461
H28 -2.5140 -5.5752 -2.0448
H29 -2.2792 -6.5022 -0.5633
H30 -1.3587 -6.9184 -2.0141
H31 2.8860 -6.2349 -0.9772
H32 5.2927 -6.3532 -0.4233
H33 6.2973 -4.6826 1.1009
H34 4.8690 -2.9080 2.0858
H35 2.4722 -2.8096 1.5555


Entry 3:
ORCA calculation (ωB97M-V/def2-TZVPD) on C31H35N7S2SeSn as an isolated structure.

## Properties
Total charge ... +2
Energy above the lowest of the compared OMol25 structures with the same formula, charge and spin ... 0.4 kcal/mol
LUMO energy ... -5.98 eV
HOMO-LUMO gap ... 7.728 eV

Atoms and positions in Å:
Sn1 -1.5352 0.3765 0.3209
C1 -4.0543 3.9734 -0.6416
C2 -5.0846 3.4603 -1.4091
C3 -5.1477 2.0938 -1.6457
C4 -4.1734 1.2717 -1.1111
N1 -3.1737 1.7832 -0.3693
C5 -3.1131 3.0978 -0.1342
C6 -4.1506 -0.2018 -1.3035
C7 -5.1294 -0.8974 -1.9929
C8 -5.0243 -2.2745 -2.1143
C9 -3.9486 -2.9326 -1.5399
C10 -3.0103 -2.1819 -0.8618
N2 -3.1101 -0.8526 -0.7538
H1 -3.9711 5.0307 -0.4372
H2 -5.8386 4.1150 -1.8244
H3 -5.9490 1.6881 -2.2439
H4 -2.2791 3.4480 0.4595
H5 -5.9697 -0.3812 -2.4309
H6 -5.7824 -2.8281 -2.6515
H7 -3.8369 -4.0045 -1.6098
H8 -2.1534 -2.6449 -0.3852
S1 -0.4022 0.8214 -1.9128
C11 0.0764 2.1835 -1.0420
N3 0.2975 3.0582 -0.3155
C12 4.3445 -5.3326 0.1155
C13 2.9545 -5.0800 0.5982
C14 2.0304 -6.1007 0.7910
C15 0.7587 -5.7508 1.2062
N4 0.4064 -4.4806 1.4191
C16 1.3729 -3.6029 1.2196
S2 0.7765 -1.9440 1.5718
N5 2.6099 -3.8035 0.8332
H9 4.5982 -6.3889 0.1583
H10 5.0603 -4.7606 0.7051
H11 4.4347 -4.9958 -0.9189
H12 2.2966 -7.1335 0.6199
H13 -0.0058 -6.4989 1.3773
C17 7.0234 -2.2783 4.2808
C18 6.4146 -1.6452 3.0353
C19 5.1350 -2.3355 2.5692
C20 3.9128 -2.0716 3.4413
N6 3.5549 -0.6447 3.4757
C21 2.9970 0.0505 2.4825
Se1 2.3597 -0.6356 0.8230
N7 2.9366 1.3491 2.8034
C22 2.4352 2.4334 1.9414
C23 3.4441 2.8287 0.8697
C24 4.7289 3.4507 1.4144
C25 4.5308 4.8678 1.9406
C26 3.4830 1.5062 4.0712
C27 3.6653 2.6374 4.8654
C28 4.2329 2.4347 6.1027
C29 4.6049 1.1518 6.5450
C30 4.4271 0.0345 5.7613
C31 3.8635 0.2387 4.5027
H14 7.9269 -1.7528 4.5867
H15 7.2925 -3.3187 4.0922
H16 6.3389 -2.2673 5.1320
H17 7.1409 -1.6897 2.2221
H18 6.2269 -0.5790 3.2041
H19 5.2862 -3.4193 2.5623
H20 4.8914 -2.0552 1.5418
H21 4.0767 -2.3719 4.4741
H22 3.0508 -2.6236 3.0701
H23 2.1997 3.2672 2.5999
H24 1.5005 2.0972 1.4902
H25 2.9415 3.5298 0.1993
H26 3.6774 1.9448 0.2674
H27 5.4687 3.4691 0.6128
H28 5.1542 2.8105 2.1950
H29 4.2104 5.5349 1.1393
H30 5.4562 5.2654 2.3548
H31 3.7746 4.9202 2.7271
H32 3.3811 3.6250 4.5328
H33 4.3947 3.2812 6.7554
H34 5.0407 1.0427 7.5283
H35 4.7118 -0.9463 6.1137